1.
18
Properties=species:S:1:pos:R:3 method="wB97M-V/def2-TZVPD" orbital_gap_ha="0.188 / 0.250" relative_energy_kcal_mol=167.31 charge=+2 e_homo_ev="-19.7 / -20.0" energy_ev=-7852.99862 lumo_energy_ha="-0.5371 / -0.4833" spin_multiplicity=2
O 1.260 -1.796 -0.474
C 2.437 -1.157 -0.056
C 2.405 0.292 -0.558
N 1.044 0.794 -0.479
C -2.559 0.630 1.248
C -2.606 0.213 -0.162
H 0.665 -1.005 -0.672
H 3.289 -1.717 -0.464
H 2.498 -1.316 1.044
H 2.778 0.357 -1.588
H 3.007 0.942 0.095
H -2.106 -0.211 1.898
H 0.903 1.420 -1.278
H -1.715 1.338 1.440
H -3.519 0.948 1.644
H -2.911 -0.879 -0.294
H -1.590 0.310 -0.552
H -3.281 0.839 -0.793

2.
19
Properties=species:S:1:pos:R:3 method="wB97M-V/def2-TZVPD" orbital_gap_ha=0.243 relative_energy_kcal_mol=28.78 charge=-1 e_homo_ev=-2.6 energy_ev=-9926.97598 lumo_energy_ha=0.1474
C -0.259 -1.987 0.292
O -0.486 -1.916 1.607
C -0.049 -0.420 -0.309
C 0.519 -0.331 -1.733
C 0.397 1.126 -2.250
N 0.751 0.250 0.717
H -1.130 -2.448 -0.184
H 0.698 -2.519 0.015
H -1.069 -0.043 -0.227
H -0.153 -0.967 -2.331
H 1.473 -0.846 -1.795
H 0.354 1.938 -1.563
H 1.209 1.352 -2.961
H -0.586 1.194 -2.687
H 1.677 -0.225 0.909
H 0.428 -0.090 1.640
H -0.683 1.841 1.081
H -0.165 2.717 2.213
O -0.824 2.697 1.518

3.
19
Properties=species:S:1:pos:R:3 method="wB97M-V/def2-TZVPD" orbital_gap_ha=0.276 relative_energy_kcal_mol=23.02 charge=-1 e_homo_ev=-3.6 energy_ev=-9927.22553 lumo_energy_ha=0.1424
C -0.627 -1.245 -1.235
N 0.292 -0.998 -0.107
C -1.644 -0.147 1.086
C -0.103 -0.069 0.926
C 0.390 1.382 0.619
O 1.736 1.608 0.697
H -1.515 -1.648 -0.737
H -0.956 -0.340 -1.792
H -0.282 -2.015 -1.902
H 1.162 -0.596 -0.565
H -2.112 0.474 1.961
H -1.991 -1.181 1.451
H -2.049 0.171 0.144
H 0.433 -0.313 1.896
H -0.160 2.042 1.300
H 0.067 1.618 -0.408
H 2.082 1.138 -0.125
H 2.542 0.004 -2.063
O 2.734 0.115 -1.144

4.
19
Properties=species:S:1:pos:R:3 method="wB97M-V/def2-TZVPD" orbital_gap_ha="0.368 / 0.220" relative_energy_kcal_mol=43.83 charge=0 e_homo_ev="-9.1 / -9.0" energy_ev=-9923.71994 lumo_energy_ha="0.0322 / -0.1125" spin_multiplicity=2
C -1.542 1.208 -1.365
C -0.480 0.189 -0.820
C 0.272 0.508 0.484
C -0.280 -0.172 1.824
O 0.199 -1.409 2.014
N 0.471 -0.026 -1.888
H -2.491 0.817 -0.960
H -1.630 1.058 -2.439
H -1.358 2.153 -0.924
H -1.007 -0.746 -0.593
H 0.177 1.569 0.713
H 1.284 0.169 0.332
H -1.378 -0.192 1.716
H -0.058 0.594 2.568
H 0.935 -0.913 -1.945
H 1.118 0.704 -2.122
H 1.897 -2.336 0.685
H 1.419 -1.521 1.582
O 2.452 -1.654 1.138

5.
19
Properties=species:S:1:pos:R:3 method="wB97M-V/def2-TZVPD" orbital_gap_ha="0.146 / 0.400" relative_energy_kcal_mol=44.27 charge=0 e_homo_ev="-3.2 / -10.2" energy_ev=-9923.70059 lumo_energy_ha="0.0290 / 0.0243" spin_multiplicity=2
C -0.167 0.216 1.955
C -0.637 0.981 0.721
C 0.453 1.697 -0.079
C 0.283 1.132 -1.492
O 0.884 0.168 -1.869
N -0.081 -1.257 1.627
H 0.830 0.514 2.284
H -0.790 0.225 2.794
H -1.208 0.340 0.054
H -1.443 1.626 1.098
H 0.336 2.774 -0.232
H 1.471 1.419 0.199
H -0.609 1.509 -2.035
H -0.991 -1.618 1.252
H 0.327 -1.933 2.334
H 0.517 -1.521 0.832
H -0.955 -2.731 -1.413
H 0.155 -1.839 -1.888
O -0.448 -1.957 -1.143

6.
19
Properties=species:S:1:pos:R:3 method="wB97M-V/def2-TZVPD" orbital_gap_ha=0.434 relative_energy_kcal_mol=27.01 charge=+1 e_homo_ev=-15.0 energy_ev=-9921.05857 lumo_energy_ha=-0.1186
O 2.326 -0.622 1.002
C 2.220 0.521 0.637
C 0.844 1.079 0.294
N -0.139 -0.033 0.425
C -0.660 -0.623 -0.848
C 0.442 -1.204 -1.739
H 3.078 1.195 0.578
H 0.668 1.942 0.928
H 0.888 1.383 -0.747
H -0.959 0.266 0.985
H 0.437 -0.737 0.934
H -1.198 0.167 -1.369
H -1.355 -1.394 -0.525
H 1.377 -1.438 -1.250
H 0.651 -0.516 -2.561
H 0.069 -2.103 -2.217
H -3.588 0.559 1.492
H -2.473 1.041 2.388
O -2.628 0.517 1.593

7.
19
Properties=species:S:1:pos:R:3 method="wB97M-V/def2-TZVPD" orbital_gap_ha=0.466 relative_energy_kcal_mol=49.14 charge=+1 e_homo_ev=-15.7 energy_ev=-9920.09882 lumo_energy_ha=-0.1104
C -1.674 1.281 -0.445
C 1.330 -1.401 -0.031
C 1.423 0.997 0.163
C -0.883 -0.084 0.070
N 0.637 -0.109 -0.410
O -1.380 -1.275 -0.481
O -0.904 0.038 1.414
H -1.246 2.093 0.172
H -1.651 1.558 -1.595
H -2.679 1.014 -0.182
H 1.382 -1.630 1.013
H 0.885 -2.315 -0.428
H 2.402 -1.426 -0.276
H 1.168 1.895 -0.400
H 1.182 0.881 1.195
H 2.518 0.762 -0.065
H 0.525 -0.133 -1.374
H -2.411 -1.401 -0.286
H -0.623 -0.745 1.946

8.
20
Properties=species:S:1:pos:R:3 method="wB97M-V/def2-TZVPD" orbital_gap_ha="0.376 / 0.256" relative_energy_kcal_mol=0.00 charge=0 e_homo_ev="-9.5 / -9.3" energy_ev=-20761.20007 lumo_energy_ha="0.0262 / -0.0843" spin_multiplicity=2
C 0.397 0.490 -1.187
N -0.823 0.260 -0.450
C -1.468 -0.993 -0.551
O -0.797 -2.181 -0.025
C 1.713 0.517 -0.370
C 1.772 -0.533 0.748
S 1.042 -0.024 2.286
H 0.565 -0.219 -1.993
H 0.365 1.456 -1.658
H -0.834 0.673 0.468
H -2.364 -0.933 0.037
H -1.703 -1.324 -1.550
H 1.813 1.459 0.087
H 2.597 0.450 -0.999
H 2.841 -0.629 0.967
H 1.419 -1.496 0.391
H -0.570 -1.989 0.893
H -2.568 1.381 -2.528
H -1.846 2.018 -1.409
O -2.251 2.246 -2.252